Computed, not measured: an isolated molecule of C7H13N3O5 at a distorted geometry, with wB97M-V/def2-TZVPD.

## Properties
Charge   0
Maximum force   3.9 eV Å⁻¹
HOMO   -9.56 eV
Energy above the lowest of the compared OMol25 structures with the same formula, charge and spin   2.375 eV
Gap between HOMO and LUMO   9.928 eV
E   -22177.031 eV
SMILES   NC(=O)C[C@H](N)C(=O)N[C@@H](CO)C(=O)O

Geometry (Å):
O  -3.33  -0.54  0.47
O  2.00  -1.53  0.71
O  -0.37  -3.11  -0.55
O  -0.45  1.30  -2.02
O  -2.88  0.95  -1.17
N  1.67  0.04  2.36
N  0.54  2.30  0.77
N  -0.29  -0.37  -0.44
C  0.13  0.83  -1.08
C  -1.63  -2.45  -0.31
C  2.40  0.82  0.22
C  2.00  -0.36  1.06
C  1.24  1.69  -0.38
C  -2.71  -0.20  -0.55
C  -1.44  -1.08  -0.96
H  0.94  -0.48  2.80
H  -2.17  -3.11  -0.91
H  2.84  1.55  0.91
H  -1.45  -0.97  -2.09
H  0.42  -0.99  0.06
H  0.92  3.18  1.19
H  1.32  2.52  -1.13
H  -2.19  1.02  -1.89
H  1.43  1.04  2.37
H  0.26  -2.91  0.20
H  3.01  0.67  -0.67
H  -0.34  2.61  0.27
H  -1.84  -2.43  0.76

=====

Computed, not measured: the ion C7H13N4 with charge +1 at a distorted geometry, with wB97M-V/def2-TZVPD.

## Properties
Charge   +1
Maximum force   5.6 eV Å⁻¹
HOMO   -11.80 eV
Energy above the lowest of the compared OMol25 structures with the same formula, charge and spin   3.934 eV
Gap between HOMO and LUMO   7.107 eV
E   -13420.759 eV
SMILES   Cc1cc(CCC=[NH2+])n(N)n1

Geometry (Å):
N  -1.90  -0.03  -1.11
N  -0.77  1.72  1.33
N  0.25  1.04  0.72
N  1.12  1.57  0.01
C  1.43  -0.62  -0.14
C  -2.37  -0.77  -0.19
C  -1.60  -1.84  0.30
C  0.35  -0.37  0.68
C  1.88  0.65  -0.55
C  2.79  1.07  -1.60
C  -0.61  -1.32  1.30
H  -0.64  2.71  1.24
H  2.74  2.09  -1.91
H  1.82  -1.56  -0.27
H  -0.90  -2.22  -0.49
H  2.92  0.40  -2.36
H  -3.26  -0.44  0.30
H  3.87  1.24  -1.22
H  -0.86  1.43  2.26
H  -2.13  -2.74  0.76
H  -2.23  0.90  -1.53
H  -0.85  -0.24  -1.41
H  0.09  -1.99  1.90
H  -1.13  -0.69  1.99

=====

Question: Look up the energy above the lowest of the compared OMol25 structures with the same formula, charge and spin of the first one.
Answer: 2.375 eV

=====

Question: charge of number 1 (C7H13N3O5)?
Answer: 0

=====

Question: Look up the maximum force of the first one.
Answer: 3.9 eV Å⁻¹